C2H3NO2S | the ωB97M-V functional and the def2-TZVPD basis

Last column: Mulliken spin population.
Geometry (Å):
C1 -0.159 0.952 0.490  -0.0538
C2 -0.380 -0.337 -0.233  0.7245
N1 -0.882 2.024 0.496  0.3817
O1 0.290 -2.507 -1.555  0.2180
O2 1.771 -1.758 0.364  0.2085
S1 0.740 -1.514 -0.602  0.5479
H1 0.671 0.861 1.102  0.0037
H2 -1.412 -0.394 -1.193  -0.0227
H3 -0.639 2.674 1.130  -0.0078

Molar mass (g/mol): 105.1
2S+1: 3
HOMO energy (spin up / spin down) (eV): -7.833 / -10.970
⟨S²⟩: 2.035
Energy relative to the best compared isomer or geometry (same formula, charge and spin) (kcal per mole): 59.1